No. 1
Here is a molecular structure, C25H36AsHfN4O3PS4Te2 from OMol25. Energies are from the ωB97M-V functional and the def2-TZVPD basis.

The geometry in ORCA input format:
```
! wB97M-V def2-TZVPD RIJCOSX def2/J DEFGRID3
* xyz 0 1
Hf 0.01305 0.91615 1.10017
C -0.40406 -2.02877 3.12842
C 0.74668 -1.57651 4.00764
C 2.02988 -1.36929 3.24155
C 3.24360 -1.29704 3.91806
C 4.41522 -1.25139 3.19041
C 4.34387 -1.29445 1.80375
C 3.09713 -1.30473 1.21842
N 1.95381 -1.32350 1.91359
N -1.16801 -0.97183 2.40448
C -2.10124 -0.33482 3.34291
C -2.85904 0.77633 2.68040
C -4.07105 1.19984 3.19637
C -4.76853 2.20061 2.54240
C -4.23570 2.72745 1.37814
C -3.01156 2.26563 0.94204
N -2.31937 1.30963 1.57772
C -1.96356 -1.68225 1.37559
C -1.07531 -2.09238 0.24320
C -1.21416 -3.29563 -0.42258
C -0.37196 -3.56720 -1.49104
C 0.57007 -2.62098 -1.85569
C 0.63367 -1.43682 -1.14423
N -0.16363 -1.18351 -0.10533
H -1.13003 -2.58885 3.73074
H -0.00499 -2.70595 2.37418
H 0.92412 -2.36881 4.73976
H 0.50891 -0.67595 4.57509
H 3.25697 -1.28716 5.00029
H 5.37145 -1.19301 3.69374
H 5.23440 -1.27871 1.19148
H 3.00194 -1.26506 0.13793
H -1.53571 0.06963 4.18323
H -2.80729 -1.07872 3.73413
H -4.45514 0.74278 4.09855
H -5.71437 2.55423 2.93131
H -4.73719 3.50109 0.81467
H -2.56921 2.68717 0.05004
H -2.72736 -1.00995 0.98212
H -2.46542 -2.55123 1.81577
H -1.96869 -4.00377 -0.10721
H -0.45574 -4.50194 -2.02979
H 1.24466 -2.77991 -2.68491
H 1.33206 -0.65658 -1.42462
S 2.47589 4.66987 3.31709
As 1.38919 3.20137 2.38276
S 2.42829 1.71797 1.08762
S -0.24115 3.55785 1.00030
S 0.32870 1.67127 3.59514
C 0.81148 1.55388 -4.88343
C -0.54873 0.93844 -4.65305
O -0.67026 0.47950 -3.29523
P -1.29567 1.32913 -2.08792
O -0.22150 1.24901 -0.99137
Te -2.13569 3.42032 -2.69119
O -2.40793 0.31481 -1.50332
C -3.74028 0.24224 -2.03821
C -3.78193 -0.39794 -3.40837
H 0.90998 1.88011 -5.91976
H 1.59527 0.82657 -4.66854
H 0.94641 2.41876 -4.23287
H -0.70092 0.05302 -5.27099
H -1.34154 1.65815 -4.86511
H -4.16265 1.24935 -2.06793
H -4.29967 -0.35028 -1.31285
H -3.32099 0.24710 -4.15670
H -4.82168 -0.56065 -3.69646
H -3.26023 -1.35602 -3.40665
C 4.59125 0.39184 -3.89176
Te 3.52703 1.21523 -2.22798
C 5.29525 1.30184 -1.04468
H 5.15923 -0.47672 -3.56522
H 5.26157 1.13359 -4.31897
H 3.86897 0.08672 -4.64585
H 5.98659 2.01921 -1.47876
H 5.75314 0.31556 -1.00257
H 4.99937 1.62501 -0.05010
*
```

Values from the calculation:
Highest occupied orbital energy: -7.173 eV
LUMO level: -0.012 Ha
Orbital gap: 0.25168 hartree

What are the Mulliken partial charges on each atom? They are as follows, in elementary charge units:
1. Hf 0.0652
2. C -1.1936
3. C -1.4871
4. C 0.6755
5. C -0.9642
6. C -0.5324
7. C -0.7239
8. C 0.1103
9. N 0.5031
10. N 0.6843
11. C -1.9466
12. C 1.0216
13. C -1.0976
14. C -0.5264
15. C -1.2341
16. C -0.1353
17. N 0.9191
18. C -1.2980
19. C 0.7021
20. C -0.9949
21. C -0.6775
22. C -1.2641
23. C -0.7149
24. N 1.7433
25. H 0.6334
26. H 0.4641
27. H 0.6339
28. H 0.3066
29. H 0.4566
30. H 0.4176
31. H 0.4448
32. H 0.0699
33. H 0.6062
34. H 0.6486
35. H 0.5218
36. H 0.4237
37. H 0.5089
38. H 0.1846
39. H 0.2781
40. H 0.4952
41. H 0.5510
42. H 0.4563
43. H 0.5831
44. H 0.7146
45. S -0.4170
46. As 0.0456
47. S -0.3784
48. S -0.2636
49. S -0.4864
50. C -0.8743
51. C -0.5373
52. O 0.2232
53. P -0.6882
54. O 0.3152
55. Te -0.1862
56. O 0.5348
57. C -0.4813
58. C -1.1504
59. H 0.4523
60. H -0.0904
61. H 0.3111
62. H 0.3206
63. H 0.4007
64. H 0.3554
65. H 0.3549
66. H 0.1921
67. H 0.4356
68. H 0.2779
69. C -1.1467
70. Te 0.4874
71. C -0.9940
72. H 0.3351
73. H 0.3406
74. H 0.3317
75. H 0.3935
76. H 0.2857
77. H 0.2681

No. 2
Here is a molecular structure, C25H36BClF6N7O6RuS5 from OMol25. Energies are from the ωB97M-V functional and the def2-TZVPD basis.

The geometry in ORCA input format:
```
! wB97M-V def2-TZVPD RIJCOSX def2/J DEFGRID3
* xyz 1 5
Ru 0.08999 -0.32633 0.46680
C 3.90528 -0.96540 -2.18624
C 2.97353 -1.54374 -3.24283
C 3.68745 -1.51334 -4.59549
C 2.57407 -2.96307 -2.84642
N 1.68192 -0.76791 -3.41062
C 0.87246 -1.00850 -4.50103
C -0.22860 -0.24063 -4.37453
N -0.11874 0.46686 -3.20195
B -1.29706 1.36367 -2.73279
N -0.85737 2.50928 -1.78127
C -0.30630 3.64559 -2.31418
C -0.06500 4.52997 -1.32137
N -0.46474 3.90513 -0.16349
C -0.93283 2.66712 -0.44154
S -1.52338 1.57773 0.77146
C 0.19011 5.62305 1.48041
C -0.53799 6.83270 0.91091
C 0.03306 5.60880 2.99472
C 1.66372 5.55071 1.10711
N -2.45568 0.54408 -2.08974
C -3.72316 1.07183 -2.07267
C -4.49773 0.26737 -1.31723
N -3.71047 -0.77278 -0.86706
C -2.46682 -0.56676 -1.34215
S -1.05730 -1.56118 -1.07699
C -4.29140 -1.78561 0.09755
C -3.40140 -3.00013 0.32375
C -5.61865 -2.25770 -0.49873
C -4.50007 -1.05091 1.42004
C 1.05052 0.12591 -2.62295
S 1.58166 0.70523 -1.07641
H 4.83606 -1.52865 -2.25544
H 3.52528 -1.08207 -1.17651
H 4.13923 0.08299 -2.36939
H 4.66570 -1.97633 -4.48011
H 3.83582 -0.48821 -4.93588
H 3.15814 -2.06848 -5.36790
H 3.47206 -3.57376 -2.75772
H 1.92170 -3.42459 -3.58833
H 2.07243 -2.95961 -1.87758
H 1.14884 -1.69187 -5.27957
H -1.07825 -0.12911 -5.02334
H -1.75467 1.87755 -3.71408
H -0.14988 3.75061 -3.37230
H 0.33309 5.52040 -1.35836
H -1.59359 6.79446 1.17850
H -0.45811 6.93593 -0.16775
H -0.10952 7.73319 1.35043
H -1.01718 5.52279 3.27074
H 0.42553 6.53899 3.40275
H 0.58459 4.78297 3.43610
H 1.85164 5.59759 0.03678
H 2.11892 4.64524 1.50352
H 2.17336 6.40123 1.56019
H -3.96425 1.97367 -2.60547
H -5.53998 0.34207 -1.07620
H -3.15873 -3.51487 -0.60514
H -3.97158 -3.69032 0.94558
H -2.48492 -2.76264 0.85659
H -5.47902 -2.63693 -1.51109
H -6.37463 -1.47476 -0.51645
H -6.00843 -3.06724 0.11575
H -3.54806 -0.70002 1.82104
H -4.94216 -1.73596 2.14255
H -5.16733 -0.19638 1.30955
Cl 3.21279 -4.11934 2.16728
C 1.91135 -3.07695 2.75437
C 1.25817 -2.31030 1.64338
O 1.85767 -1.95183 0.62283
O 0.03607 -1.92302 1.82265
H 2.33785 -2.33824 3.43446
H 1.17732 -3.67835 3.28383
F -0.76714 2.31525 4.15968
C 0.11653 1.31498 4.00913
F -0.55569 0.21246 3.69186
F 0.74400 1.14027 5.15126
S 1.27090 1.87069 2.58823
O 1.34112 0.55229 1.76910
O -0.52960 4.37017 1.12176
N 2.66497 2.11636 3.22456
S 3.66726 0.89052 3.56736
O 2.98313 -0.28292 4.03250
O 4.67606 0.76432 2.56697
C 4.47753 1.64088 5.04599
F 5.14638 2.73589 4.70532
F 5.32242 0.74706 5.54982
F 3.56973 1.95514 5.96467
*
```

Values from the calculation:
Expectation value of S²: 6.032
Highest occupied orbital energy (alpha / beta): -10.825 / -11.690 eV
LUMO level (alpha / beta): -0.158 / -0.196 Ha
Energy relative to the best compared isomer or geometry (same formula, charge and spin): 232.9 kJ/mol
Orbital gap (alpha / beta): 0.23992 / 0.23343 hartree

What are the Mulliken partial charges on each atom? They are as follows, in elementary charge units:
1. Ru 3.3259
2. C -2.0226
3. C 1.4027
4. C -1.7670
5. C -1.3859
6. N 0.5675
7. C -0.3078
8. C -1.3446
9. N -0.0130
10. B 0.4262
11. N 0.7437
12. C -1.6521
13. C -0.2233
14. N 0.6253
15. C -0.2564
16. S -0.5880
17. C 1.3233
18. C -1.4784
19. C -1.5684
20. C -1.1844
21. N 0.0466
22. C -1.2572
23. C -0.2925
24. N 0.5355
25. C 0.4342
26. S -0.8010
27. C 1.2575
28. C -2.0646
29. C -1.7329
30. C -1.3916
31. C 0.2326
32. S -0.6234
33. H 0.5520
34. H 0.3146
35. H 0.4481
36. H 0.4683
37. H 0.4028
38. H 0.4458
39. H 0.4862
40. H 0.3588
41. H 0.1712
42. H 0.5662
43. H 0.6218
44. H -0.1744
45. H 0.6073
46. H 0.7033
47. H 0.3630
48. H 0.3211
49. H 0.4375
50. H 0.4017
51. H 0.5112
52. H 0.2134
53. H 0.3495
54. H 0.1791
55. H 0.4514
56. H 0.6068
57. H 0.5667
58. H 0.4389
59. H 0.5610
60. H 0.3793
61. H 0.4000
62. H 0.4370
63. H 0.4678
64. H 0.1953
65. H 0.4868
66. H 0.3675
67. Cl -0.1954
68. C -0.2255
69. C 0.4431
70. O -0.5159
71. O -0.7242
72. H -0.0090
73. H 0.3860
74. F -0.2424
75. C 0.6056
76. F -0.1613
77. F -0.1940
78. S 0.5116
79. O -0.5213
80. O -0.1899
81. N -0.6063
82. S 0.9724
83. O -0.6704
84. O -0.6172
85. C 0.4921
86. F -0.2089
87. F -0.1962
88. F -0.2057

No. 3
Here is a molecular structure, C25H36N7O5Se2Zr from OMol25. Energies are from the ωB97M-V functional and the def2-TZVPD basis.

The geometry in ORCA input format:
```
! wB97M-V def2-TZVPD RIJCOSX def2/J DEFGRID3
* xyz 1 1
Zr 0.13448 0.45439 0.16907
C -0.06098 -3.08209 -0.96278
C 0.88104 -3.28840 0.21985
N 1.58536 -2.03345 0.47414
C 2.11480 -1.97983 1.83090
C 1.03869 -1.51031 2.78315
C 1.21946 -1.63300 4.15245
C 0.21528 -1.20072 5.00526
C -0.93831 -0.67929 4.45154
C -1.04041 -0.59225 3.06758
C -2.29676 -0.05335 2.44676
N -2.20631 -0.00403 0.98786
C -2.94629 -1.07877 0.32435
C -2.05086 -2.28949 0.12691
N -0.90217 -1.90696 -0.70561
N -0.06899 -0.98702 2.24212
H -0.67093 -3.98478 -1.10947
H 0.52934 -2.93092 -1.86851
H 1.56833 -4.11941 0.00638
H 0.29989 -3.54993 1.10817
H 2.34788 -1.94521 -0.19601
H 2.97152 -1.30020 1.88644
H 2.48774 -2.95929 2.17339
H 2.14056 -2.04562 4.53268
H 0.33314 -1.27523 6.07456
H -1.75351 -0.33188 5.06585
H -2.45656 0.95648 2.84534
H -3.15003 -0.66339 2.77714
H -2.69350 0.86044 0.70420
H -3.27151 -0.71746 -0.65570
H -3.84735 -1.35944 0.88409
H -2.62140 -3.10273 -0.34516
H -1.68570 -2.63557 1.09535
H -1.29641 -1.59836 -1.59893
N 1.04961 -0.31934 -2.29847
C 2.07559 0.52556 -2.79888
C 3.05448 0.05119 -3.63922
C 3.99904 0.91028 -4.21563
C 3.92384 2.25753 -3.99791
C 2.96440 2.77451 -3.10346
C 2.86177 4.15215 -2.81841
C 2.00800 4.56493 -1.83447
C 1.28678 3.59689 -1.11726
N 1.26734 2.31473 -1.41284
C 2.07066 1.89707 -2.43168
H 0.15591 0.02601 -2.66668
H 1.20958 -1.25266 -2.67180
H 3.09224 -1.00580 -3.86723
H 4.75850 0.50161 -4.86337
H 4.60890 2.94481 -4.47259
H 3.47735 4.85120 -3.36426
H 1.90460 5.60788 -1.57909
H 0.69783 3.91441 -0.26639
O -2.01332 6.02652 -1.28168
C -3.15479 5.32395 -0.85225
C -2.75187 3.88755 -0.41709
C -4.04889 3.18974 0.06631
O -4.07122 1.79205 -0.07215
C -1.75890 4.12111 0.72159
Se -0.66522 2.63159 1.50924
C -2.14339 3.25366 -1.67042
Se -1.59536 1.32270 -1.73571
H -2.25354 6.94713 -1.42614
H -3.89281 5.26791 -1.66446
H -3.61760 5.82764 0.00699
H -4.90782 3.61991 -0.46170
H -4.17726 3.38095 1.13380
H -4.14057 1.58350 -1.01342
H -2.29474 4.52485 1.58382
H -1.04282 4.87389 0.38886
H -1.24607 3.80495 -1.94726
H -2.86187 3.32687 -2.49048
O 3.51680 1.21651 1.39697
N 2.42226 0.88515 1.05784
O 2.20441 0.38351 -0.06004
O 1.42846 0.99414 1.78612
*
```

Values from the calculation:
Highest occupied orbital energy: -10.061 eV
LUMO level: -0.088 Ha
Energy relative to the best compared isomer or geometry (same formula, charge and spin): 158.1 kJ/mol
Orbital gap: 0.28208 hartree

What are the Mulliken partial charges on each atom? They are as follows, in elementary charge units:
1. Zr 0.0635
2. C -1.1376
3. C -0.6306
4. N 0.1188
5. C -1.8785
6. C 1.1020
7. C -1.3265
8. C -0.6721
9. C -1.2397
10. C 1.1611
11. C -2.0251
12. N 0.6199
13. C -1.0002
14. C -0.8999
15. N 0.3488
16. N 1.3190
17. H 0.4990
18. H 0.1889
19. H 0.4585
20. H 0.3542
21. H 0.3930
22. H 0.4470
23. H 0.6083
24. H 0.5466
25. H 0.4575
26. H 0.5646
27. H 0.4436
28. H 0.6455
29. H -0.2213
30. H 0.2997
31. H 0.4414
32. H 0.6064
33. H 0.3080
34. H 0.3594
35. N 0.1669
36. C 0.1822
37. C -0.6535
38. C -1.0106
39. C -0.8408
40. C 0.6034
41. C -0.7887
42. C -1.2573
43. C -0.2699
44. N 1.1611
45. C 0.4570
46. H 0.1365
47. H 0.2056
48. H 0.4520
49. H 0.4068
50. H 0.4293
51. H 0.4469
52. H 0.4972
53. H 0.2219
54. O -0.4960
55. C -1.4285
56. C 2.8544
57. C -1.5055
58. O -0.4693
59. C -1.8796
60. Se -0.1690
61. C -1.8824
62. Se -0.4514
63. H 0.3552
64. H 0.4513
65. H 0.4606
66. H 0.4967
67. H 0.2747
68. H 0.3015
69. H 0.6867
70. H 0.6251
71. H 0.5409
72. H 0.6180
73. O -0.7011
74. N 1.3294
75. O -0.4053
76. O -0.4756